Below is a molecular structure, C13H43AsF6N15O9Tl, with properties calculated with the ωB97M-V functional and the def2-TZVPD basis.

## Properties
charge	+2
Kohn-Sham gap	4.11	eV
DFT total energy	-136784.9105	eV
max |F|	3.0	eV Å⁻¹
LUMO	-10.040	eV

Atoms and positions in Å:
Tl1 0.124 -0.129 -0.204
As1 1.436 2.497 3.225
F1 2.293 3.578 2.146
F2 0.010 3.545 3.284
F3 0.640 1.320 4.236
F4 2.870 1.489 3.199
F5 2.031 3.333 4.630
F6 0.777 1.771 1.736
C1 -1.978 0.263 3.436
O1 -1.672 -0.662 2.400
C2 -1.852 -2.061 2.701
C3 -0.560 -2.804 2.352
N1 -0.265 -2.844 0.918
C4 -1.384 -3.372 0.138
C5 -0.972 -3.477 -1.314
O2 -1.068 -2.213 -1.981
C6 -1.153 -2.418 -3.374
H1 -1.703 -0.103 4.423
H2 -3.005 0.646 3.447
H3 -1.467 1.177 3.143
H4 -2.816 -2.388 2.312
H5 -1.946 -2.235 3.777
H6 -0.492 -3.781 2.842
H7 0.267 -2.246 2.801
H8 0.490 -3.520 0.947
H9 -2.394 -2.980 0.177
H10 -1.489 -4.436 0.389
H11 -1.673 -4.167 -1.798
H12 -0.058 -4.017 -1.585
H13 -0.170 -2.739 -3.744
H14 -1.274 -1.524 -3.984
H15 -1.862 -3.176 -3.712
C7 -3.842 -0.752 -0.562
O3 -2.603 -0.716 -0.446
N2 -4.802 -0.541 0.382
N3 -4.358 -0.836 -1.786
H16 -4.651 -0.929 1.302
H17 -5.765 -0.357 0.167
H18 -3.739 -0.657 -2.559
H19 -5.361 -0.818 -1.826
C8 -2.565 2.742 1.012
O4 -1.761 1.841 0.744
N4 -2.337 3.807 1.813
N5 -3.913 2.640 0.786
H20 -1.445 3.933 2.272
H21 -3.152 4.267 2.163
H22 -4.269 1.754 0.462
H23 -4.575 3.286 1.169
C9 3.857 1.548 -0.540
O5 2.822 0.952 -0.206
N6 4.430 1.417 -1.750
N7 4.599 2.110 0.425
H24 3.921 1.149 -2.570
H25 5.400 1.673 -1.831
H26 4.229 2.291 1.346
H27 5.526 2.471 0.270
C10 -1.998 1.289 -3.253
O6 -1.214 0.605 -2.606
N8 -3.096 1.853 -2.708
N9 -1.889 1.660 -4.550
H28 -3.280 2.012 -1.729
H29 -3.894 2.179 -3.228
H30 -1.131 1.182 -5.013
H31 -2.410 2.406 -4.966
C11 2.808 -2.776 -1.990
O7 2.035 -2.127 -1.284
N10 3.046 -4.071 -1.715
N11 3.538 -2.394 -3.091
H32 2.541 -4.541 -0.987
H33 3.863 -4.539 -2.066
H34 3.474 -1.452 -3.433
H35 4.216 -3.018 -3.486
C12 3.109 -1.757 2.166
O8 2.101 -1.160 1.749
N12 3.419 -3.027 1.899
N13 3.901 -1.131 3.056
H36 2.709 -3.668 1.599
H37 4.282 -3.433 2.216
H38 4.795 -1.522 3.297
H39 3.548 -0.278 3.466
C13 0.937 3.722 -1.312
O9 0.441 2.586 -1.254
N14 1.646 4.149 -2.396
N15 1.072 4.513 -0.257
H40 1.956 3.489 -3.088
H41 1.720 5.117 -2.657
H42 1.845 5.153 -0.189
H43 0.576 4.377 0.609

These are the Löwdin partial charges, in e, on atoms 1 to 6: 1.4679, 0.8161, -0.2482, -0.2559, -0.2289, -0.2526

Below is a molecular structure, C13H44F6FeN22O17S2, with properties calculated with the ωB97M-V functional and the def2-TZVPD basis.

## Properties
Kohn-Sham gap (spin up / spin down)	7.32 / 6.44	eV
2S+1	5
DFT total energy	-154154.6091	eV
max |F|	8.2	eV Å⁻¹
LUMO (spin up / spin down)	-0.300 / -0.301	eV

Atoms and positions in Å:
Fe1 -0.347 -0.402 0.488
C1 0.890 -3.852 2.954
F1 0.878 -4.877 3.780
F2 1.925 -3.043 3.321
F3 1.163 -4.255 1.719
S1 -0.783 -2.848 3.007
O1 -0.983 -2.575 4.435
O2 -0.503 -1.562 2.320
O3 -1.825 -3.671 2.365
C2 -3.384 -2.331 -2.298
F4 -3.318 -3.656 -2.488
F5 -2.365 -1.641 -2.928
F6 -4.500 -1.916 -2.897
S2 -3.309 -1.815 -0.440
O4 -4.237 -0.688 -0.186
O5 -3.751 -3.039 0.252
O6 -1.902 -1.448 -0.192
C3 -4.168 -1.400 3.795
O7 -4.078 -2.383 2.998
N1 -5.224 -0.723 3.949
N2 -3.302 -1.280 4.797
H1 -5.393 -0.180 4.784
H2 -6.004 -1.223 3.548
H3 -2.517 -1.912 4.741
H4 -3.301 -0.447 5.369
C4 3.293 3.638 -1.746
O8 2.645 3.232 -0.828
N3 3.011 3.273 -3.000
N4 4.313 4.479 -1.705
H5 3.481 3.665 -3.803
H6 2.254 2.606 -3.064
H7 4.801 4.591 -2.583
H8 4.546 4.898 -0.816
C5 0.891 -3.054 -1.222
O9 0.595 -2.131 -0.490
N5 0.382 -3.394 -2.332
N6 1.708 -3.940 -0.860
H9 -0.229 -2.684 -2.710
H10 0.808 -4.052 -2.969
H11 2.324 -3.838 -0.066
H12 1.856 -4.573 -1.633
C6 -4.977 1.898 -3.056
O10 -5.378 2.511 -4.002
N7 -5.547 1.738 -1.896
N8 -4.036 0.997 -3.276
H13 -6.233 2.430 -1.628
H14 -5.507 0.831 -1.454
H15 -3.477 0.548 -2.565
H16 -3.588 1.126 -4.172
C7 -2.408 1.793 1.456
O11 -1.553 0.938 1.303
N9 -3.672 1.565 1.517
N10 -2.144 3.081 1.508
H17 -4.279 2.356 1.676
H18 -3.877 0.715 1.011
H19 -1.217 3.482 1.515
H20 -2.931 3.712 1.559
C8 0.621 -0.931 -4.736
O12 0.609 -0.718 -3.551
N11 1.566 -1.250 -5.500
N12 -0.475 -1.008 -5.388
H21 1.406 -1.434 -6.480
H22 2.426 -1.426 -5.001
H23 -1.276 -0.783 -4.815
H24 -0.618 -1.500 -6.259
C9 1.839 0.157 5.279
O13 2.087 0.707 4.222
N13 2.698 0.058 6.182
N14 0.761 -0.527 5.572
H25 3.542 0.565 5.955
H26 2.740 -0.804 6.707
H27 0.119 -0.723 4.817
H28 0.482 -0.775 6.511
C10 1.336 3.171 2.106
O14 0.708 3.425 1.075
N15 0.779 3.127 3.281
N16 2.627 3.199 2.271
H29 1.412 3.116 4.067
H30 -0.201 3.161 3.522
H31 2.986 2.583 2.986
H32 2.970 3.288 1.325
C11 3.956 -1.686 -3.117
O15 3.690 -2.490 -4.030
N17 5.136 -1.580 -2.564
N18 3.113 -0.989 -2.431
H33 5.830 -2.144 -3.033
H34 5.251 -0.919 -1.809
H35 2.198 -1.052 -2.854
H36 3.266 -0.477 -1.574
C12 -0.576 1.833 -1.771
O16 -0.109 0.868 -1.164
N19 -0.990 1.667 -2.978
N20 -0.535 3.038 -1.360
H37 -0.632 0.846 -3.445
H38 -1.289 2.542 -3.384
H39 -0.840 3.822 -1.918
H40 0.013 3.177 -0.523
C13 2.776 -0.039 0.930
O17 1.594 -0.023 1.012
N21 3.331 0.605 -0.035
N22 3.490 -0.786 1.626
H41 2.742 1.376 -0.315
H42 4.341 0.583 -0.042
H43 4.459 -0.841 1.348
H44 3.123 -1.281 2.427

These are the Löwdin partial charges, in e, on atoms 1 to 6: 0.7877, -0.6165, 0.1531, 0.0770, 0.1206, 0.6016

Below is 9 unconnected molecules or ions with the total composition C13H44N8O9, with properties calculated with the ωB97M-V functional and the def2-TZVPD basis.

## Properties
SMILES string	NC(N)=O.NC(N)=O.NC(N)=O.NC(N)=O.CCO.CCO.CCO.CCO.CO
Kohn-Sham gap	8.32	eV
DFT total energy	-44539.0307	eV
max |F|	10.7	eV Å⁻¹
LUMO	-0.793	eV
ΔE to the lowest compared entry with this formula, charge and spin	154.3	kcal/mol

Atoms and positions in Å:
N1 2.760 1.172 -2.701
C1 2.280 0.275 -3.453
N2 1.151 -0.244 -3.011
O1 2.805 -0.131 -4.610
H1 3.675 1.631 -3.087
H2 2.338 1.503 -1.882
H3 1.004 -0.393 -2.027
H4 0.740 -0.985 -3.516
N3 -0.081 2.481 -2.287
C2 0.428 2.946 -1.164
N4 1.250 2.138 -0.492
O2 0.142 4.219 -0.645
H5 -0.660 3.051 -2.874
H6 0.232 1.559 -2.618
H7 1.625 2.686 0.283
H8 1.384 1.145 -0.489
N5 -2.164 0.608 -1.769
C3 -3.033 1.170 -0.972
N6 -4.072 0.487 -0.936
O3 -2.890 2.362 -0.307
H9 -1.354 1.231 -1.952
H10 -2.295 -0.195 -2.396
H11 -4.717 0.796 -0.247
H12 -4.201 -0.402 -1.415
N7 -4.472 -1.831 -2.398
C4 -3.274 -2.144 -2.797
N8 -2.713 -1.330 -3.600
O4 -2.537 -3.200 -2.178
H13 -4.729 -2.480 -1.683
H14 -5.258 -1.470 -3.034
H15 -1.819 -1.474 -3.998
H16 -3.327 -0.728 -4.117
C5 -2.004 -1.931 3.347
C6 -2.842 -2.100 2.029
O5 -2.561 -0.990 1.278
H17 -2.113 -2.767 3.999
H18 -2.281 -0.974 3.918
H19 -0.998 -1.704 3.068
H20 -3.900 -2.141 2.275
H21 -2.531 -2.994 1.449
H22 -2.523 -1.221 0.393
C7 1.950 -1.209 2.265
C8 1.762 -0.816 3.727
O6 2.495 0.361 4.172
H23 1.424 -2.154 2.152
H24 2.956 -1.276 1.919
H25 1.427 -0.552 1.620
H26 2.027 -1.700 4.310
H27 0.765 -0.772 3.978
H28 2.012 0.664 4.953
C9 1.196 -2.505 -0.661
C10 -0.137 -1.906 -0.453
O7 -0.021 -0.473 -0.520
H29 1.401 -2.553 -1.686
H30 1.269 -3.532 -0.292
H31 2.004 -1.936 -0.203
H32 -0.534 -2.112 0.570
H33 -0.886 -2.297 -1.130
H34 -0.878 -0.158 -0.782
C11 4.520 2.312 0.195
C12 3.951 1.183 0.980
O8 4.676 1.095 2.264
H35 4.119 2.330 -0.789
H36 5.588 2.211 0.158
H37 4.297 3.314 0.713
H38 3.817 0.283 0.484
H39 2.940 1.469 1.158
H40 4.015 0.792 2.891
C13 -0.588 1.754 2.378
O9 -0.784 2.950 3.044
H41 -1.391 1.024 2.645
H42 0.403 1.365 2.614
H43 -0.675 1.912 1.328
H44 -1.580 3.297 2.607

These are the Löwdin partial charges, in e, on atoms 1 to 6: 0.1887, -0.6772, 0.1475, -0.0824, 0.1977, 0.0212

Look up the DFT total energy of the first one. -136784.9105 eV

Which of these has the lowest DFT total energy? C13H44F6FeN22O17S2